(1)
# C5H14N2

A structure of composition C5H14N2 (the ωB97M-V functional and the def2-TZVPD basis, the OMol25 dataset).

As for the total charge: 0. As for the multiplicity: 1. The value obtained for the lowest unoccupied orbital energy (alpha / beta) is 0.79 / 0.79 eV. The highest occupied orbital energy (alpha / beta) comes out at -5.63 / -5.62 eV. The frontier orbital gap (alpha / beta) comes out at 6.42 / 6.41 eV.

```
21
Properties=species:S:1:pos:R:3:forces:R:3
C 0.2298 -0.6386 -0.2883 0.1 0.1 0.0
C 1.1771 -0.1168 0.7157 -0.3 0.3 -0.1
C -1.6953 0.3924 -1.6494 0.1 0.0 0.1
C 1.3627 -0.8688 1.9991 0.0 -0.1 0.0
C -0.7085 1.5136 0.9491 0.1 -0.4 -0.6
N -0.5412 0.5949 -0.7643 0.0 0.1 0.5
N 0.8116 -1.3981 -1.3824 -0.1 0.1 0.0
H 0.1375 1.2219 -1.1933 0.0 -0.1 0.0
H -0.5431 -1.2548 0.1838 0.0 0.0 0.0
H 2.0989 0.2735 0.2772 0.0 -0.1 0.0
H 1.6980 -1.0140 -1.6828 0.0 0.0 0.0
H 0.2035 -1.5530 -2.1805 0.1 0.0 0.1
H -1.4102 -0.0429 -2.6151 0.0 0.0 0.1
H -2.3984 -0.2796 -1.1552 0.0 0.0 0.0
H -2.1901 1.3461 -1.8365 0.0 0.0 0.0
H 0.4149 -0.9822 2.5457 0.0 0.0 0.0
H 1.7734 -1.8879 1.8864 0.0 0.1 0.0
H 0.0838 2.1811 1.2511 0.0 0.0 0.0
H -0.9732 0.7989 1.7158 0.0 0.0 0.0
H -1.5758 2.0470 0.5575 0.0 0.0 0.0
H 2.0445 -0.3328 2.6663 0.0 0.0 0.0
```
Positions in Å, forces in eV/Å.

***

(2)
# C5H14N2

An isolated molecule of C5H14N2 (the ωB97M-V functional and the def2-TZVPD basis, the OMol25 dataset).

As for the total charge: 0. The SMILES is CC[C@@H](CN)NC. As for the multiplicity: 1. The value obtained for the lowest unoccupied orbital energy is 1.03 eV. The highest occupied orbital energy comes out at -8.59 eV. The frontier orbital gap comes out at 9.62 eV.

```
21
Properties=species:S:1:pos:R:3:forces:R:3
C 1.2659 -2.1408 0.6794 2.9 -2.9 2.5
C 0.1280 -1.2167 0.7963 -1.0 1.4 0.8
C 0.1705 -0.1994 -0.4531 -3.1 2.2 2.8
C -1.2212 0.6048 -0.4689 1.5 0.2 -4.0
N -2.1024 -0.0784 -1.4803 -0.9 -0.7 1.9
N 0.9975 1.0611 -0.2521 0.9 -2.6 -0.9
C 0.7854 1.9887 0.8539 6.3 0.5 -0.9
H 2.1304 -1.8545 0.0515 -0.5 0.2 0.3
H 1.7437 -2.5584 1.7134 -0.9 1.6 -1.9
H 0.9647 -3.1174 0.3690 -0.4 -0.6 -1.1
H 0.3611 -0.5674 1.7315 -1.2 -1.0 -1.3
H -0.8852 -1.9024 0.9108 2.3 2.3 -0.3
H 0.4521 -0.8261 -1.3366 -0.4 1.4 0.3
H -0.8911 1.6920 -0.7328 -1.2 -2.1 -0.5
H -1.5989 0.7476 0.4959 -0.9 -0.5 1.6
H -2.6741 -0.7049 -0.8884 0.7 -0.4 -0.4
H -2.9062 0.4142 -1.8347 0.2 1.3 -0.3
H 1.9079 0.6411 -0.2863 1.1 1.0 0.5
H 1.2594 1.6729 1.8134 0.2 0.3 -0.6
H 1.2161 3.0439 0.5272 -0.5 -2.2 0.7
H -0.1173 2.2212 1.1473 -5.2 0.6 0.7
```
Positions in Å, forces in eV/Å.

***

(3)
# C5H14N2

An isolated molecule of C5H14N2 (the ωB97M-V functional and the def2-TZVPD basis, the OMol25 dataset).

As for the total charge: 0. The SMILES is CC[C@@H](C)NCN. As for the multiplicity: 1. The value obtained for the lowest unoccupied orbital energy is 1.11 eV. The highest occupied orbital energy comes out at -8.86 eV. The frontier orbital gap comes out at 9.98 eV.

```
21
Properties=species:S:1:pos:R:3:forces:R:3
C -1.5030 -1.1098 1.4702 2.2 -1.0 -0.4
C -0.1240 -1.2210 0.7260 -0.7 1.0 -0.1
C 0.5235 0.1837 0.5768 -1.4 0.1 -0.7
C 1.6056 0.3730 1.6088 0.3 -1.3 -0.9
N 0.9615 0.4283 -0.8233 -0.3 0.6 0.5
C -0.0036 1.0882 -1.6640 0.3 1.0 -1.3
N -1.2232 0.3414 -2.0575 0.1 -0.4 0.7
H -1.2351 -0.7606 2.4650 -0.6 0.5 0.1
H -1.9153 -2.1126 1.5849 -0.4 0.2 -0.1
H -2.1196 -0.4581 0.8588 -0.4 0.1 0.5
H -0.2976 -1.5361 -0.3067 0.1 -0.7 0.3
H 0.6032 -1.8573 1.2443 -0.4 -0.3 -0.2
H -0.2751 0.9258 0.7604 0.2 -0.1 -0.2
H 2.3252 -0.3969 1.2583 0.5 0.9 0.5
H 1.2684 0.0107 2.5807 -0.1 0.4 0.1
H 1.9665 1.3966 1.6304 0.4 -0.2 0.1
H 1.3221 -0.3866 -1.3046 0.0 -0.1 0.3
H 0.4791 1.3414 -2.6195 0.3 -0.3 0.2
H -0.2268 2.0970 -1.2937 -0.2 -0.3 0.6
H -2.0410 0.9345 -2.0941 0.0 0.3 -0.1
H -1.4359 -0.3150 -1.3186 -0.1 -0.2 0.0
```
Positions in Å, forces in eV/Å.

***

(4)
# C5H14N2

The ion C5H14N2 with charge +1 (the ωB97M-V functional and the def2-TZVPD basis, the OMol25 dataset).

Its expectation value of S² is 0.755. As for the total charge: +1. As for the multiplicity: 2. The value obtained for the lowest unoccupied orbital energy (alpha / beta) is -2.89 / -7.16 eV. The highest occupied orbital energy (alpha / beta) comes out at -13.22 / -13.14 eV. The frontier orbital gap (alpha / beta) comes out at 10.33 / 5.98 eV.

```
21
Properties=species:S:1:pos:R:3:forces:R:3
C -1.9220 -1.5642 0.2401 0.1 0.2 0.2
N -1.0482 -0.4629 0.6561 -0.5 0.0 0.0
C 1.2052 -1.6224 0.6063 -0.5 -0.3 0.5
C 0.2715 -0.5407 0.1038 1.2 1.0 -0.2
C 0.9553 0.8647 0.4132 -0.5 -0.4 0.2
N 0.1407 1.8782 -0.1338 0.1 0.7 -0.2
C 0.2332 2.2502 -1.5209 -1.1 0.1 0.1
H -2.9296 -1.3795 0.5945 -0.1 0.1 0.0
H -1.6146 -2.5260 0.6435 0.1 -0.2 -0.1
H -1.9277 -1.5923 -0.8466 -0.1 -0.1 -0.1
H -1.0056 -0.4189 1.6693 0.0 0.0 0.0
H 2.1641 -1.6197 0.1012 0.1 0.0 -0.1
H 1.3588 -1.5077 1.6867 0.1 0.1 -0.2
H 0.7277 -2.5960 0.4833 0.1 0.0 -0.2
H 0.2398 -0.5182 -0.9912 -0.4 -0.5 0.1
H 0.9980 0.9816 1.4927 0.2 0.1 0.1
H 1.9269 0.9119 -0.0671 0.2 -0.1 0.0
H -0.4626 2.4410 0.4600 -0.1 -0.3 0.1
H 1.1454 2.8273 -1.6811 0.2 -0.1 -0.1
H 0.1857 1.3426 -2.1190 0.4 0.0 -0.2
H -0.6419 2.8510 -1.7912 0.3 0.0 0.1
```
Positions in Å, forces in eV/Å.

***

(5)
# C5H14N2O

A cluster of 2 separate species, C5H14N2O in total (the ωB97M-V functional and the def2-TZVPD basis, the OMol25 dataset).

Its expectation value of S² is 0.750. As for the total charge: -1. As for the multiplicity: 2. The value obtained for the lowest unoccupied orbital energy (alpha / beta) is 3.90 / 3.75 eV. The highest occupied orbital energy (alpha / beta) comes out at 0.92 / -5.20 eV. The frontier orbital gap (alpha / beta) comes out at 2.98 / 8.95 eV.

```
22
Properties=species:S:1:pos:R:3:forces:R:3
C -2.5216 -0.2083 0.1311 4.8 3.1 -0.6
C -1.9017 0.6501 1.3274 -1.7 -1.3 1.5
C -0.3918 0.8789 1.3434 0.5 -0.6 -0.3
C 0.5143 -0.3086 1.7559 0.3 -0.6 -1.1
N 2.3165 -0.0861 -0.7648 -0.7 -0.8 0.7
C 1.6077 -1.1962 -0.2911 -0.8 -0.3 -1.1
N 0.7354 -1.2470 0.6370 0.0 -1.2 0.4
H -1.7163 -0.7677 -0.3446 0.2 -0.5 0.5
H -3.3082 -0.8195 0.2384 -3.0 -2.0 1.2
H -2.7161 0.4520 -0.6894 -0.6 0.8 -0.5
H -2.5321 1.6236 1.4762 1.3 -1.7 -0.1
H -1.9870 -0.0268 2.2522 -0.7 1.2 -0.9
H -0.0877 1.7553 1.8991 -0.3 0.3 0.4
H -0.0249 1.0239 0.3633 0.2 0.8 -1.4
H 0.0749 -0.9381 2.5570 0.3 0.6 -0.1
H 1.5252 0.0552 2.0252 -0.5 0.2 0.5
H 2.5932 0.6595 -0.1388 -0.1 0.0 0.0
H 2.8929 -0.2288 -1.5663 0.7 -0.1 -0.4
H 1.6492 -2.1524 -0.9903 0.1 2.2 1.3
H 0.3990 0.6474 -2.5540 0.1 0.0 -0.2
H -0.6076 1.6324 -2.9333 -2.4 3.7 1.7
O -0.1699 0.9401 -3.2876 2.3 -3.7 -1.5
```
Positions in Å, forces in eV/Å.

***

(6)
# C5H14N2O

An isolated molecule of C5H14N2O (the ωB97M-V functional and the def2-TZVPD basis, the OMol25 dataset).

As for the total charge: 0. The SMILES is C[C@@H](N)[C@H](O)N(C)C. As for the multiplicity: 1. The value obtained for the lowest unoccupied orbital energy is 0.90 eV. The highest occupied orbital energy comes out at -7.95 eV. The frontier orbital gap comes out at 8.85 eV.

```
22
Properties=species:S:1:pos:R:3:forces:R:3
C -0.6290 -0.9407 1.9133 -0.4 -0.3 -0.4
C -0.1893 0.3156 1.1763 -0.8 0.6 -1.8
N 0.3037 1.3252 2.1401 -0.1 -0.1 -0.5
C 0.8414 0.0799 0.0255 -0.8 -0.2 -0.2
O 1.5467 1.2847 -0.2144 -0.3 0.1 0.5
N 0.1255 -0.3430 -1.2099 2.0 -0.5 -0.3
C -1.2768 -0.6036 -1.4683 0.2 0.4 0.8
C 0.8244 0.0065 -2.4497 0.2 -0.1 0.0
H -0.8516 -1.7649 1.2297 0.0 0.1 0.1
H 0.1423 -1.2989 2.6083 0.0 0.2 -0.2
H -1.5307 -0.7446 2.5042 0.1 0.0 -0.1
H -0.9848 0.7501 0.4020 0.8 -0.4 2.8
H 0.9932 0.9006 2.7638 -0.3 0.0 -0.2
H -0.4578 1.6587 2.7281 0.2 0.0 -0.2
H 1.5748 -0.6902 0.2912 0.1 -0.1 0.0
H 1.4473 1.7989 0.6192 0.0 -0.1 -0.5
H -1.7782 -1.0935 -0.6304 0.1 0.2 0.0
H -1.4038 -1.2898 -2.3134 0.3 0.2 0.0
H -1.7923 0.3360 -1.6905 -0.4 0.0 -0.2
H 1.9024 0.1760 -2.3885 -0.2 0.0 0.8
H 0.7675 -0.8062 -3.1810 -0.5 0.1 -0.1
H 0.4251 0.9432 -2.8557 -0.1 -0.1 -0.3
```
Positions in Å, forces in eV/Å.

***

(7)
# C5H14N2O

A structure of composition C5H14N2O (the ωB97M-V functional and the def2-TZVPD basis, the OMol25 dataset).

As for the total charge: 0. As for the multiplicity: 1. The value obtained for the lowest unoccupied orbital energy (alpha / beta) is 0.76 / 0.76 eV. The highest occupied orbital energy (alpha / beta) comes out at -6.59 / -6.59 eV. The frontier orbital gap (alpha / beta) comes out at 7.35 / 7.35 eV.

```
22
Properties=species:S:1:pos:R:3:forces:R:3
C 0.2954 0.0671 -0.4157 2.2 -1.8 2.5
C -0.8453 0.1635 0.3945 -3.4 2.5 -3.4
C 0.9625 -0.9243 1.4191 0.8 0.4 -1.4
C 1.2485 1.1987 -0.6370 0.2 -0.2 -0.2
C 0.6260 -2.3883 1.3235 -0.2 0.0 0.0
N -2.0470 0.9957 -0.9130 0.1 -0.8 1.4
N -1.7899 2.3070 -1.3826 0.4 -0.1 0.2
O 0.3578 -0.8477 -1.4205 -0.1 0.0 0.2
H -0.3224 -1.5239 -1.2927 0.1 0.1 0.0
H -2.1473 0.4149 -1.7491 0.3 0.0 0.4
H -0.8447 2.4476 -1.7533 -0.3 0.0 0.3
H -1.9681 2.9658 -0.6286 0.1 -0.1 -0.3
H -0.8815 0.9585 1.1252 0.1 -0.2 0.1
H -1.4785 -0.7029 0.5400 0.2 0.0 0.2
H 0.6819 -0.4771 2.3726 -0.3 0.2 -0.2
H 2.0208 -0.7184 1.2573 0.1 -0.1 0.0
H 1.0716 1.6761 -1.6041 -0.2 0.0 0.1
H 2.2679 0.8140 -0.7156 0.0 0.0 0.2
H 1.1833 1.9330 0.1636 0.0 0.0 -0.1
H -0.4441 -2.5707 1.4823 0.1 0.0 -0.1
H 0.9082 -2.8012 0.3504 0.0 0.0 0.0
H 1.1449 -2.9875 2.0838 0.0 0.1 -0.1
```
Positions in Å, forces in eV/Å.

***

(8)
# C5H14N2O

An isolated molecule of C5H14N2O (the ωB97M-V functional and the def2-TZVPD basis, the OMol25 dataset).

As for the total charge: 0. The SMILES is CN[C@H](CN)CCO. As for the multiplicity: 1. The value obtained for the lowest unoccupied orbital energy is 1.01 eV. The highest occupied orbital energy comes out at -8.30 eV. The frontier orbital gap comes out at 9.31 eV.

```
22
Properties=species:S:1:pos:R:3:forces:R:3
C -0.5140 -0.7974 2.2354 2.2 0.0 0.1
N 0.3622 -0.7172 1.0227 -1.4 0.2 -1.6
C -0.3827 -0.0416 -0.1669 2.2 -2.1 -0.9
C -0.6197 -1.1487 -1.2887 -2.3 1.4 0.3
N -1.8808 -1.8439 -1.2638 -0.8 -1.1 0.2
C 0.6232 0.8988 -0.8417 1.8 0.1 2.7
C 1.2663 1.9539 0.0986 -0.1 -0.1 0.0
O 2.0887 2.7777 -0.7533 2.3 -0.1 1.6
H -1.3793 -0.1633 2.1773 -0.9 -0.3 -0.8
H 0.0136 -0.1561 3.0555 -0.5 -2.2 -0.6
H -0.7598 -1.8971 2.3285 0.1 1.5 1.1
H 0.7694 -1.6483 0.6590 -1.3 1.9 1.2
H -1.3469 0.4690 0.1041 1.0 -0.7 0.0
H -0.6344 -0.6233 -2.2551 0.2 -0.2 0.2
H 0.0442 -1.9720 -1.3990 1.8 0.0 0.5
H -2.6306 -1.3754 -1.6892 -0.9 0.8 -0.6
H -2.2537 -2.3356 -0.4614 0.8 0.2 0.2
H 0.2362 1.4376 -1.6709 -0.3 0.2 -1.0
H 1.5582 0.3179 -1.0599 -1.1 0.1 -0.7
H 0.5113 2.6180 0.5822 0.4 -0.6 -0.1
H 1.9442 1.4569 0.8567 -1.2 0.5 -0.6
H 2.9844 2.7904 -0.2702 -2.1 0.3 -1.5
```
Positions in Å, forces in eV/Å.

***

no.,E_tot (a.u.)
1,-308.23283
2,-308.28806
3,-308.38400
4,-308.10226
5,-383.55718
6,-383.60682
7,-383.46799
8,-383.56775